The following is a DFT calculation (ωB97M-V/def2-TZVPD) of a molecular structure, C73H86Cl2IN5O5PSiTeTi.

The charge is -1. The value obtained for the HOMO energy is -0.1542 hartree. For the largest force on an atom, the calculation gives 3.18 eV Å⁻¹. As for the frontier orbital gap: 5.86 eV. As for the total energy: -6449.9271 a.u.

Element x y z (Å)
Ti  -0.15060  0.64300  0.31230
Cl  4.37530  5.42040  -1.95500
C  3.61050  3.99710  -1.32240
C  4.20570  2.77880  -1.52330
C  3.60710  1.62810  -1.02560
I  4.64250  -0.20090  -1.20120
C  2.37060  1.61650  -0.37530
O  1.76460  0.57050  0.05670
C  1.78370  2.91470  -0.15500
N  0.64770  2.90220  0.57470
C  0.11690  4.06460  0.92050
C  0.67500  5.29620  0.56120
C  1.81610  5.32990  -0.20270
C  2.41290  4.11100  -0.58650
H  5.14060  2.70960  -2.05750
H  -0.77440  4.02730  1.52650
H  0.21720  6.20520  0.92050
H  2.28920  6.26170  -0.48440
O  -2.66660  -1.25750  0.32160
C  -1.59960  -1.77830  0.02730
O  -0.51270  -1.12780  -0.13910
C  -1.47790  -3.26330  -0.14270
C  -2.63470  -4.02650  -0.24960
C  -2.54530  -5.39570  -0.40120
C  -1.29940  -5.99880  -0.45560
C  -0.14620  -5.24150  -0.33570
C  -0.21800  -3.86480  -0.15280
P  1.29680  -2.81300  0.00190
C  2.42180  -3.84750  1.03420
C  2.04810  -4.85700  1.91630
C  2.94920  -5.34310  2.85040
C  4.22580  -4.81810  2.94990
C  4.60020  -3.78740  2.10180
C  3.70140  -3.30720  1.17180
C  1.83480  -3.17790  -1.72330
C  3.12930  -3.52920  -2.09220
C  3.47210  -3.64590  -3.42940
C  2.53700  -3.41290  -4.42100
C  1.24230  -3.07410  -4.06340
C  0.89730  -2.95220  -2.73110
H  -3.58400  -3.51040  -0.20470
H  -3.43900  -5.99630  -0.48950
H  -1.22840  -7.06930  -0.58830
H  0.81870  -5.72410  -0.39330
H  1.04060  -5.24800  1.90950
H  2.64530  -6.12270  3.53720
H  4.91070  -5.17690  3.70730
H  5.57450  -3.32740  2.18990
H  3.96760  -2.45530  0.56590
H  3.88240  -3.71950  -1.34310
H  4.48220  -3.91570  -3.70420
H  2.81100  -3.49930  -5.46430
H  0.49680  -2.90140  -4.82730
H  -0.11090  -2.67370  -2.45300
C  1.80840  -0.75000  3.09940
Si  0.07380  0.13890  2.89480
C  0.30070  1.70510  4.12730
C  -0.94810  2.58130  4.03090
C  0.54440  1.40250  5.60930
C  1.53340  2.48160  3.65420
C  -1.12830  -1.21820  3.75880
C  -0.78590  -2.57890  3.14740
C  -1.04210  -1.40880  5.27550
C  -2.57690  -0.86630  3.42310
H  2.08490  -0.98230  4.12760
H  2.60160  -0.13900  2.67480
H  1.81720  -1.68750  2.55010
H  -1.78640  2.09180  4.52280
H  -1.23460  2.74330  2.99360
H  -0.78820  3.54680  4.51360
H  -0.36640  1.09920  6.11550
H  0.91230  2.30190  6.10850
H  1.28680  0.61990  5.73900
H  1.53720  2.61700  2.57750
H  2.43810  1.94130  3.92440
H  1.57570  3.46780  4.12030
H  0.11600  -2.98550  3.60040
H  -0.61200  -2.49630  2.07930
H  -1.59570  -3.29210  3.30610
H  -0.01500  -1.52370  5.61200
H  -1.59100  -2.31350  5.54730
H  -1.49910  -0.57890  5.80530
H  -2.73410  -0.87270  2.34900
H  -2.83070  0.12640  3.79160
H  -3.26540  -1.58160  3.87560
C  -0.35120  3.57930  -7.96040
C  -0.72560  2.76510  -6.70880
C  -2.25810  2.80360  -6.57740
C  -0.13620  3.46170  -5.47930
C  -0.26570  1.27770  -6.88620
O  -0.94880  0.74690  -8.02490
C  1.24620  1.02120  -7.13290
C  2.30870  1.88770  -6.45150
C  3.64960  1.22930  -6.60610
C  4.40610  1.41410  -7.75490
C  5.64570  0.81510  -7.89270
C  6.13150  0.03000  -6.86210
Cl  7.69870  -0.68720  -7.02250
C  5.39530  -0.17410  -5.70670
C  4.15420  0.42620  -5.59210
C  -0.79040  0.31110  -5.79050
N  -0.16280  0.31030  -4.50080
C  -0.75350  0.26420  -3.29120
N  0.15610  0.15600  -2.34660
C  1.31230  0.09230  -3.03290
N  1.15860  0.17910  -4.33060
H  -0.53730  4.63330  -7.76710
H  -0.95950  3.29760  -8.81880
H  0.69660  3.46860  -8.22600
H  -2.61170  3.82160  -6.72000
H  -2.57870  2.48290  -5.59010
H  -2.72940  2.17090  -7.32560
H  -0.70660  4.36580  -5.26790
H  0.89510  3.75990  -5.63090
H  -0.18550  2.82660  -4.60180
H  -0.73100  1.29860  -8.78330
H  1.41300  1.07240  -8.21220
H  1.43850  -0.01130  -6.83750
H  2.09560  1.97360  -5.39030
H  2.33960  2.87870  -6.90740
H  4.03030  2.04190  -8.54970
H  6.24020  0.97120  -8.77980
H  5.78580  -0.77140  -4.89740
H  3.56610  0.26750  -4.70350
H  -0.66950  -0.68480  -6.23410
H  -1.85790  0.47500  -5.64140
H  -1.81060  0.30490  -3.12820
H  2.26830  -0.05240  -2.57950
C  -1.09500  3.07370  -2.11330
C  -1.71210  2.75980  -0.72650
O  -2.29170  3.71840  -0.17400
N  -1.57740  1.56520  -0.23440
Te  -3.90430  1.64370  1.07500
C  -5.71860  2.01620  2.26190
C  -5.69230  2.95640  3.29830
C  -4.47210  3.76840  3.63060
C  -6.82730  3.18150  4.06740
C  -8.00500  2.49010  3.84770
C  -9.22110  2.74550  4.69520
C  -8.02290  1.54970  2.82760
C  -6.90380  1.30650  2.04260
C  -6.99520  0.28030  0.95320
C  -4.89630  2.20640  -0.75720
C  -4.98150  1.32370  -1.83360
C  -4.48540  -0.08990  -1.79120
C  -5.58630  1.72530  -3.02250
C  -6.12150  2.98810  -3.18050
C  -6.76630  3.41500  -4.47000
C  -6.03470  3.85600  -2.10260
C  -5.43120  3.49240  -0.90550
C  -5.32960  4.50960  0.18520
H  -0.99300  4.15330  -2.20650
H  -1.77150  2.72280  -2.89120
H  -0.11490  2.60560  -2.22310
H  -3.78480  3.79190  2.78680
H  -3.94900  3.33100  4.48100
H  -4.75140  4.78760  3.89510
H  -6.78950  3.92250  4.85660
H  -9.02950  3.54280  5.41090
H  -9.50330  1.84990  5.25070
H  -10.07580  3.03790  4.08450
H  -8.93790  1.00080  2.63800
H  -7.79130  -0.43480  1.15530
H  -6.04560  -0.24600  0.85740
H  -7.20420  0.76460  -0.00120
H  -3.85950  -0.26150  -0.92250
H  -3.91490  -0.32980  -2.69090
H  -5.33200  -0.77860  -1.75830
H  -5.64330  1.01230  -3.83620
H  -6.85160  2.57590  -5.15760
H  -6.17640  4.19310  -4.95580
H  -7.76290  3.81660  -4.28870
H  -6.44050  4.85360  -2.20420
H  -5.69560  5.47710  -0.15210
H  -4.28260  4.60050  0.47080
H  -5.90340  4.21670  1.06220

Löwdin population analysis, charges in e, atoms 1 to 4: 0.875, 0.678, -0.615, -0.179